Entry 1:
A molecular structure, C37H10F15GeIrN5S2, computed with the ωB97M-V functional and the def2-TZVPD basis.

The expectation value of S² is 0.77. As for the net charge: +2. The calculated total energy comes out at -6164.76007 hartree. The spin multiplicity is 2. The calculation puts the frontier orbital gap (spin up / spin down) at 0.2312 / 0.1800 Ha. The HOMO energy (spin up / spin down) is -14.16 / -14.16 eV.

XYZ file:
```
71
Properties=species:S:1:pos:R:3:forces:R:3
Ir 0.56095 -1.20782 -0.62622 -0.7 1.0 0.4
S 4.86808 -0.04471 5.32916 0.1 0.0 0.1
N 5.06848 0.46051 3.81670 -0.1 0.0 0.1
C 4.02225 0.02678 3.13259 0.0 0.0 -0.1
C 3.80582 0.22778 1.71393 -0.2 0.0 -0.1
C 4.67115 0.90375 0.84520 0.1 0.0 0.0
C 4.36042 0.97252 -0.49565 0.0 0.1 0.0
C 3.19138 0.38455 -0.96962 -0.2 0.1 0.1
N 2.34336 -0.23412 -0.14856 0.4 -0.6 0.1
C 2.65058 -0.32784 1.17485 0.0 0.0 -0.1
C 1.71454 -1.07979 1.98454 0.1 0.1 -0.1
N 0.64330 -1.59195 1.32486 0.3 -0.4 0.2
C -0.23635 -2.35619 1.98203 0.1 0.0 0.0
C -0.09512 -2.60626 3.34126 0.0 -0.1 -0.1
C 0.97327 -2.07467 4.03097 0.1 -0.1 0.0
C 1.91235 -1.29760 3.34173 0.0 0.0 -0.1
C 3.10481 -0.71389 3.92040 0.0 0.0 0.0
N 3.47234 -0.82798 5.18631 0.1 0.1 0.0
H 5.57549 1.35144 1.23760 0.0 0.0 0.0
H 5.01198 1.47731 -1.19455 0.0 0.0 0.0
H 2.91328 0.43754 -2.01417 0.0 0.0 0.0
H -1.07539 -2.73205 1.41652 0.0 -0.1 0.0
H -0.84190 -3.20746 3.83967 0.0 0.0 0.0
H 1.10302 -2.24982 5.09151 0.0 0.0 0.0
F -4.31306 1.32349 1.40387 0.1 0.0 0.0
C -4.83214 1.13471 0.18448 -0.1 0.0 0.0
C -4.00700 1.02668 -0.92463 0.0 0.0 0.0
C -4.61769 0.83832 -2.15667 0.0 0.0 -0.1
F -3.84766 0.71882 -3.24969 0.0 0.0 0.1
C -5.98833 0.77355 -2.30529 0.0 0.0 0.1
F -6.53899 0.59911 -3.49350 0.0 0.0 0.0
C -6.78686 0.89187 -1.17334 0.1 0.0 0.0
F -8.09426 0.82936 -1.28708 0.0 0.0 0.0
C -6.21016 1.06958 0.07726 0.0 0.0 -0.1
F -6.97587 1.17291 1.15048 0.0 0.0 0.0
Ge -2.09068 1.20428 -0.89317 -0.1 0.2 0.0
S -1.40537 -0.90733 -1.53398 0.2 -0.4 -0.6
C -1.44012 2.45787 -2.22068 0.0 0.0 0.0
C -2.22007 3.53577 -2.61877 0.0 0.0 -0.1
F -3.44492 3.70097 -2.11539 0.0 -0.1 0.0
C -1.76917 4.48189 -3.52358 0.1 0.0 0.0
F -2.53895 5.49346 -3.87603 0.0 0.0 0.0
C -0.49133 4.36482 -4.05469 0.0 -0.1 0.1
F -0.04480 5.25672 -4.90984 0.0 0.0 0.0
C 0.32115 3.30875 -3.66529 -0.1 0.0 0.0
F 1.55541 3.19386 -4.13965 0.0 0.0 0.0
C -0.16979 2.39115 -2.76055 0.2 0.0 0.0
F 0.67980 1.40712 -2.36472 0.0 0.0 0.0
C -1.33760 1.59532 0.86127 0.0 -0.1 0.0
C -1.46316 0.66702 1.88320 -0.1 0.0 0.1
F -2.08748 -0.50044 1.63843 -0.1 0.1 0.0
C -0.99987 0.89040 3.16328 0.0 0.1 -0.1
F -1.12213 -0.03717 4.10773 -0.1 0.1 0.1
C -0.39679 2.10648 3.45693 0.0 0.0 -0.1
F 0.06609 2.33258 4.66862 0.0 0.0 0.1
C -0.27626 3.07411 2.47104 0.0 0.0 0.0
F 0.29484 4.23165 2.74973 0.0 0.0 0.0
C -0.74190 2.80548 1.19195 0.2 0.1 0.0
F -0.58230 3.76126 0.27847 -0.1 -0.1 0.0
N 3.38499 -7.49583 -2.98573 0.0 0.0 0.0
C 2.92704 -6.50592 -2.62620 0.0 0.0 0.0
C 2.35333 -5.27079 -2.17813 0.0 0.0 0.0
C 1.19405 -5.29436 -1.39546 -0.1 0.0 0.0
C 0.63171 -4.11124 -0.96472 0.2 0.1 -0.1
C 1.24119 -2.89827 -1.32383 0.1 0.0 0.1
C 2.39084 -2.86784 -2.12836 -0.2 -0.2 0.0
C 2.94592 -4.06294 -2.54613 0.0 0.1 -0.1
H 0.74288 -6.24229 -1.13578 0.0 0.0 0.0
H -0.28293 -4.13314 -0.38919 0.0 0.0 0.1
H 2.83643 -1.93511 -2.44443 0.0 0.0 0.1
H 3.83388 -4.06672 -3.16332 0.0 0.0 0.0
```
Positions in Å, forces in eV/Å.

Entry 2:
A molecular structure, C37H21FeN9OS, computed with the ωB97M-V functional and the def2-TZVPD basis.

The expectation value of S² is 6.19. As for the net charge: -2. The calculated total energy comes out at -3652.31803 hartree. The spin multiplicity is 5. The calculation puts the frontier orbital gap (spin up / spin down) at 0.1516 / 0.1800 Ha. The HOMO energy (spin up / spin down) is 0.44 / -0.34 eV.

XYZ file:
```
70
Properties=species:S:1:pos:R:3:forces:R:3
Fe 0.30473 -0.50346 0.01270 0.2 -1.8 -5.3
C 1.92643 5.17984 2.62440 0.0 -0.3 0.1
C 2.28903 4.36214 3.72040 -0.1 0.0 -0.3
C 2.09443 2.97604 3.68400 0.1 0.8 0.0
C 1.56353 2.45284 2.52430 -0.1 -0.2 0.5
C 1.12283 1.10644 2.15290 0.4 0.6 1.7
N 0.83603 0.17454 3.00470 -1.1 1.2 0.6
C -0.08847 -0.77146 2.59690 0.8 -0.7 1.7
C -1.10337 -1.20796 3.44680 0.5 0.9 1.0
C -1.39417 -0.89176 4.77510 -1.3 -0.9 0.6
C -2.48357 -1.56726 5.34390 1.0 0.9 0.0
C -3.24967 -2.49306 4.60590 -0.3 -0.7 -1.2
C -2.96337 -2.78456 3.26410 -0.2 0.5 1.6
C -1.86837 -2.11776 2.71450 -1.1 -0.9 0.0
C -1.27577 -2.19526 1.46770 -0.3 -1.4 1.0
N -1.60067 -3.07636 0.50580 -0.6 0.4 -1.6
C -1.48577 -2.67636 -0.71770 -0.2 -2.0 0.4
N -1.18627 -1.43106 -1.31200 -1.5 -6.2 2.5
C -1.44857 -1.66896 -2.56760 -0.1 1.9 -2.3
N -1.50727 -0.68766 -3.47840 -0.3 -2.3 -0.5
C -1.25007 0.42394 -2.88750 0.3 0.6 1.3
N -0.83667 0.52604 -1.57500 1.1 6.9 -1.7
C -0.53177 1.90264 -1.51320 -0.9 1.1 -1.2
N 0.09993 2.69954 -0.69490 0.7 0.7 2.1
C 0.67653 2.33674 0.45910 -0.9 4.0 -3.0
N 0.85193 1.13674 0.82720 -2.7 -1.1 2.4
C 1.18643 3.26314 1.45450 0.3 0.1 -0.5
C 1.35913 4.62974 1.46940 0.3 0.4 0.6
C -0.99997 2.61154 -2.71210 0.7 0.9 1.2
C -1.01667 3.95724 -3.04480 -0.2 0.5 -0.6
C -1.49257 4.31404 -4.31170 0.2 -0.3 0.6
C -1.92597 3.32374 -5.21210 0.0 -0.5 0.1
C -1.88347 1.97474 -4.84850 -0.1 0.5 -0.4
C -1.40907 1.66844 -3.58570 -0.4 -0.6 -0.8
C -1.83787 -3.00126 -2.93460 0.0 -0.5 -0.3
C -2.22317 -3.58846 -4.12380 -0.2 -0.4 -0.2
C -2.62917 -4.92506 -4.07170 0.1 0.1 0.3
C -2.64297 -5.62196 -2.84650 0.1 0.4 0.0
C -2.25307 -4.98776 -1.66110 -0.2 -0.3 -0.4
C -1.85087 -3.66576 -1.74560 -0.3 -0.9 0.6
N -0.15257 -1.50156 1.46590 -1.6 1.4 0.9
H 2.08843 6.25394 2.68100 0.0 -0.1 0.0
H 2.71813 4.82034 4.60880 0.0 0.0 -0.1
H 2.34223 2.33674 4.52290 0.0 0.0 0.0
H -0.78697 -0.18356 5.32440 -0.1 0.0 0.0
H -2.73907 -1.37516 6.38340 0.0 0.0 -0.1
H -4.08237 -2.99856 5.08960 0.1 0.1 0.0
H -3.53287 -3.49506 2.67870 -0.1 0.0 0.1
H 1.07263 5.23344 0.61620 0.0 0.0 0.1
H -0.66487 4.69564 -2.33540 0.0 0.0 0.0
H -1.52187 5.36034 -4.60020 0.0 0.0 0.0
H -2.29407 3.60614 -6.19370 0.0 0.0 0.0
H -2.20937 1.18464 -5.51290 0.0 0.0 -0.1
H -2.22537 -3.01596 -5.04440 0.0 -0.1 0.0
H -2.95117 -5.42546 -4.98150 0.0 0.0 0.1
H -2.97517 -6.65686 -2.81930 0.0 0.1 0.0
H -2.28187 -5.49676 -0.70420 0.0 0.0 0.0
O 1.79123 -0.71016 1.18280 9.3 -3.3 -0.1
N 3.10153 -0.46946 0.82400 -1.6 -0.7 1.0
C 4.13273 -0.67946 1.70030 0.5 0.8 -2.0
C 5.48093 -0.40676 1.25860 -2.2 -0.9 2.0
C 5.67933 0.04294 0.00580 -1.8 0.8 -2.8
C 4.54313 0.24884 -0.88600 3.3 -0.1 1.2
C 3.27303 -0.00566 -0.47700 -1.8 -0.1 -0.3
S 1.84263 0.20794 -1.46730 2.9 -0.4 -1.0
H 3.87453 -1.04126 2.68290 -0.2 0.0 -0.1
H 6.29113 -0.57296 1.95060 0.0 0.0 0.1
H 6.66543 0.26214 -0.37440 0.1 0.0 0.0
H 4.72563 0.61064 -1.88800 -0.1 0.0 0.0
H 0.92273 -1.98596 -0.50150 -0.5 0.9 0.2
```
Positions in Å, forces in eV/Å.

Entry 3:
A molecular structure, C37H22Cl5N9O3Tl, computed with the ωB97M-V functional and the def2-TZVPD basis.

As for the net charge: +1. The calculated total energy comes out at -4614.94520 hartree. The calculation puts the frontier orbital gap at 0.2467 Ha. The HOMO energy is -10.93 eV.

XYZ file:
```
77
Properties=species:S:1:pos:R:3:forces:R:3
Tl -0.19986 -0.28858 0.20901 0.1 0.7 0.2
O 3.45475 2.52235 0.58053 0.1 -0.1 0.1
C 2.78537 3.62070 0.98758 -0.1 0.1 0.0
C 3.43362 4.84658 0.85833 0.0 0.0 0.0
C 2.80259 6.00835 1.25097 0.0 0.0 0.0
C 1.50868 5.97851 1.77440 0.0 0.0 0.0
C 0.85947 4.77089 1.89702 0.0 -0.1 0.0
C 1.47724 3.57462 1.50317 0.1 -0.1 0.0
C 0.74458 2.29970 1.59004 -0.2 0.1 0.0
O 1.32194 1.19821 1.28373 0.1 -0.4 -0.1
N -0.54193 2.37400 1.92799 -0.1 0.4 0.1
N -1.15232 1.20671 1.78307 0.2 -0.8 -0.4
C -2.29247 0.93598 2.27160 -0.1 0.2 0.3
C -2.86674 -0.40015 2.08542 0.0 0.0 0.1
C -4.16768 -0.68054 2.46929 -0.1 0.0 0.1
C -4.61874 -1.98775 2.39028 -0.1 -0.1 0.0
C -3.75456 -2.97516 1.94725 0.0 0.0 0.0
C -2.48228 -2.60444 1.54242 -0.1 0.2 0.1
N -2.05362 -1.34107 1.60038 0.1 -0.4 -0.3
H 2.90119 1.75042 0.81144 0.0 0.0 0.0
H 4.43886 4.85500 0.45602 0.0 0.0 0.0
H 3.32567 6.95205 1.16034 0.0 0.0 0.0
H 1.02339 6.89424 2.08293 0.0 0.0 0.0
H -0.14130 4.71660 2.30360 0.0 0.0 0.0
H -2.82228 1.66152 2.88366 0.0 0.0 0.0
H -4.81104 0.11400 2.82486 0.0 0.0 0.1
H -5.63143 -2.23529 2.68103 0.0 0.0 0.0
H -4.05329 -4.01316 1.91366 0.0 0.0 -0.1
H -1.78565 -3.33941 1.17054 0.0 0.0 0.1
C -3.26084 2.98503 -0.84276 0.1 0.0 0.0
C -2.74913 1.69987 -0.82875 0.0 0.0 -0.1
N -1.45394 1.48502 -1.04336 -0.1 -0.3 0.1
C -0.66260 2.52452 -1.27850 0.1 0.0 0.0
C -1.17401 3.81691 -1.17284 -0.2 0.1 0.0
N -2.46266 4.04211 -0.96690 0.1 0.0 0.0
C 0.74256 2.23820 -1.66356 0.0 -0.1 0.0
C 1.50470 3.20973 -2.28313 0.0 0.1 0.0
C 2.80548 2.92234 -2.66820 0.1 0.1 -0.1
C 3.27007 1.63803 -2.43665 0.0 0.0 0.0
C 2.45082 0.70118 -1.82621 -0.1 0.2 0.1
N 1.20742 1.00618 -1.42524 0.1 -0.4 -0.2
C 2.98815 -0.67351 -1.63736 -0.2 0.0 0.0
C 4.16319 -0.89997 -0.92922 0.0 0.0 0.0
N 4.70866 -2.10996 -0.86401 0.0 0.0 0.0
C 4.07372 -3.09053 -1.49547 0.0 0.1 0.0
C 2.86725 -2.87309 -2.15363 -0.1 0.1 0.0
N 2.32813 -1.66292 -2.23146 -0.1 -0.1 0.0
C 3.65657 3.93922 -3.32547 0.0 -0.1 0.0
C 5.01543 4.01238 -3.04859 0.1 0.0 0.1
C 5.77917 4.96230 -3.70898 0.0 0.1 -0.1
N 5.28007 5.81307 -4.60342 0.0 0.0 0.0
C 3.97566 5.74213 -4.85845 0.1 0.0 0.0
C 3.12644 4.83236 -4.24725 0.0 0.0 0.0
H -4.32100 3.17287 -0.73030 0.0 0.0 0.0
H -3.37343 0.83510 -0.63844 0.0 0.0 0.0
H -0.53038 4.68619 -1.22535 0.0 0.0 0.0
H 1.10009 4.19659 -2.45808 0.0 0.0 0.0
H 4.25930 1.34439 -2.76062 0.0 0.0 0.0
H 4.66346 -0.09980 -0.39073 0.0 0.0 -0.1
H 4.54344 -4.06698 -1.48033 -0.1 0.0 0.0
H 2.32209 -3.68161 -2.62830 0.1 0.0 0.0
H 5.47069 3.36500 -2.30910 0.0 0.0 0.0
H 6.84180 5.04502 -3.51179 0.0 0.0 0.0
H 3.59156 6.44313 -5.59066 0.0 0.0 0.0
H 2.07674 4.80605 -4.51202 0.0 0.0 0.0
Cl 0.18383 -7.54019 0.58371 0.0 0.0 0.0
C -0.02177 -5.89860 0.13055 -0.1 0.0 -0.1
C 0.76906 -4.90864 0.69658 0.1 0.0 0.1
Cl 1.95420 -5.30594 1.87361 0.0 0.0 0.0
C 0.60835 -3.58578 0.29507 0.0 0.1 0.0
Cl 1.54357 -2.33953 1.04995 0.2 0.1 0.2
C -0.33724 -3.18686 -0.65344 0.1 -0.1 -0.1
O -0.50803 -1.94877 -1.06567 0.0 0.2 0.2
C -1.14942 -4.20583 -1.18391 0.0 0.1 -0.3
Cl -2.34567 -3.73544 -2.32731 0.0 0.0 0.1
C -0.98904 -5.53415 -0.81528 0.0 0.0 0.1
Cl -1.99379 -6.73689 -1.50578 0.0 0.0 0.0
```
Positions in Å, forces in eV/Å.

Among the records above, which one has the lowest net charge?
C37H21FeN9OS